The following is a DFT calculation (ωB97M-V with the def2-TZVPD basis set) of C34H57GaN3O2SeSi as an isolated structure at a distorted geometry.

Results
- Highest occupied orbital energy: -11.23 eV
- ΔE to the lowest compared entry with this formula, charge and spin: 33.29 kcal/mol
- Gap between HOMO and LUMO: 7.116 eV
- LUMO level: -4.12 eV

Structure (ORCA input):
```
! RIJCOSX wB97M-V def2-TZVPD def2/J DEFGRID3
* xyz 1 1
O -1.975 0.716 1.973
O 4.347 4.348 1.855
C -2.350 1.769 1.047
C -3.497 2.615 1.536
H -2.645 1.307 0.076
H -1.481 2.403 0.870
H -4.448 2.094 1.527
H -3.618 3.452 0.838
H -3.355 3.010 2.532
C -1.012 1.069 3.061
C -0.437 2.467 2.930
H -0.170 0.345 3.003
H -1.570 0.857 3.976
H 0.222 2.558 2.042
H 0.204 2.670 3.782
H -1.221 3.227 2.861
C 4.229 2.933 2.080
C 4.033 4.720 0.518
C 3.918 2.632 3.542
H 5.200 2.483 1.785
H 3.451 2.443 1.455
H 4.382 3.367 4.212
H 4.275 1.630 3.804
H 2.838 2.626 3.742
C 3.988 6.225 0.315
H 3.037 4.351 0.209
H 4.786 4.269 -0.150
H 3.121 6.685 0.797
H 3.876 6.395 -0.753
H 4.887 6.747 0.658
H 1.746 0.530 -1.366
N -2.297 -1.392 -0.949
C -1.916 -2.175 -1.977
C -0.670 -2.776 -2.072
C 0.250 -2.932 -1.041
C -2.901 -2.433 -3.092
H -3.198 -1.509 -3.606
H -3.813 -2.936 -2.731
H -2.445 -3.093 -3.843
C 1.412 -3.840 -1.354
H 1.267 -4.847 -0.934
H 2.370 -3.448 -1.001
H 1.485 -3.956 -2.443
N 0.090 -2.449 0.201
C -3.597 -0.810 -1.005
C -3.809 0.375 -1.750
C -2.771 0.926 -2.696
C -4.983 1.081 -1.495
H -5.151 2.024 -2.012
C -5.923 0.593 -0.584
H -6.812 1.174 -0.365
C -5.755 -0.653 0.017
H -6.512 -1.081 0.672
C -4.608 -1.398 -0.230
C -4.423 -2.785 0.314
C 0.825 -3.084 1.246
C 2.093 -2.581 1.600
C 2.701 -1.444 0.827
C 2.762 -3.179 2.662
H 3.729 -2.770 2.964
C 2.241 -4.313 3.284
H 2.767 -4.761 4.122
C 1.052 -4.883 2.826
H 0.660 -5.801 3.261
C 0.345 -4.294 1.785
C -0.866 -4.957 1.212
Ga -1.513 -1.150 0.963
H -2.286 1.833 -2.290
H -3.258 1.213 -3.643
H -1.979 0.200 -2.926
H -3.849 -3.435 -0.363
H -5.406 -3.255 0.451
H -3.914 -2.810 1.290
H 3.663 -1.164 1.283
H 2.059 -0.547 0.807
H 2.919 -1.718 -0.219
H -1.749 -4.308 1.243
H -1.098 -5.855 1.797
H -0.723 -5.289 0.173
H -0.433 -3.268 -3.018
C 1.770 1.582 -1.654
Si 2.377 1.470 -3.421
H 0.766 1.990 -1.515
H 2.446 2.243 -1.071
C 1.931 3.009 -4.398
C 1.370 0.016 -4.028
C 4.115 0.849 -2.990
H 4.393 1.214 -1.993
H 4.939 1.103 -3.659
H 4.080 -0.242 -2.919
H 0.836 3.116 -4.412
H 2.242 3.007 -5.445
H 2.327 3.932 -3.954
H 0.323 0.218 -3.795
H 1.682 -0.865 -3.464
H 1.471 -0.187 -5.093
Se -3.106 -1.647 5.372
C -2.563 -1.839 3.738
N -2.193 -1.951 2.584
*
```

The following is a DFT calculation (ωB97M-V with the def2-TZVPD basis set) of C34H58AlBBr6CaCl2F10N7NaO7P as an isolated structure at a distorted geometry.

Results
- Highest occupied orbital energy: -8.86 eV
- Gap between HOMO and LUMO: 2.027 eV
- LUMO level: -6.83 eV

Structure (ORCA input):
```
! RIJCOSX wB97M-V def2-TZVPD def2/J DEFGRID3
* xyz 1 1
C 8.700 1.407 2.980
O 7.925 0.703 1.951
C 7.545 1.569 0.827
C 5.905 1.895 0.779
C 5.526 3.398 1.311
C 5.705 3.633 2.924
C 4.948 2.504 3.866
C 4.018 3.301 4.953
C 2.434 2.892 4.961
C 1.724 2.775 3.489
C 1.115 4.203 2.910
N 1.959 5.444 2.876
N 1.745 6.713 2.453
C 0.406 7.063 1.928
Cl 0.129 8.842 1.359
C -0.732 5.903 1.833
C -2.207 6.319 1.241
B -2.307 6.004 -0.402
O -2.612 7.125 -1.358
O -2.073 4.666 -0.992
C -0.436 4.366 2.303
C -1.436 3.088 2.282
F -2.808 3.303 1.798
F -1.569 2.622 3.713
C -0.855 1.773 1.426
C -0.260 1.849 -0.101
C 0.296 0.445 -0.821
C 0.311 -1.026 -0.084
C -0.276 -1.098 1.457
C -0.269 -2.549 2.274
F 0.902 -3.350 1.763
F 0.006 -2.365 3.746
F -1.538 -3.304 2.122
C -0.868 0.284 2.179
H 8.083 1.491 3.987
H 9.668 0.770 3.266
H 9.041 2.491 2.704
H 8.180 2.544 0.705
H 7.743 0.930 -0.162
H 5.618 1.872 -0.379
H 5.268 1.047 1.304
H 4.449 3.770 0.986
H 6.287 4.143 0.773
H 6.876 3.573 3.144
H 5.394 4.738 3.151
H 5.825 1.962 4.469
H 4.407 1.658 3.266
H 4.442 3.009 6.030
H 4.129 4.489 4.908
H 2.282 1.914 5.626
H 1.858 3.760 5.540
H 0.892 1.938 3.587
H 2.453 2.381 2.629
H 2.942 5.285 3.264
H -3.118 5.844 1.836
H -2.373 7.498 1.326
H -1.755 7.604 -1.565
H -1.232 4.772 -1.539
H -0.204 2.863 -0.683
H 0.736 0.520 -1.912
H 0.699 -2.028 -0.548
H -1.298 0.116 3.276
F 4.032 2.103 -4.843
Al 2.382 1.415 -5.066
F 1.617 2.148 -6.522
F 1.380 1.776 -3.615
F 2.500 -0.369 -5.285
C -5.100 -7.327 2.774
O -5.401 -8.500 2.961
N -4.302 -6.564 3.600
C -3.993 -5.180 3.308
C -3.756 -7.164 4.800
H -5.461 -6.774 1.892
H -2.909 -5.072 3.213
H -4.354 -4.555 4.130
H -4.468 -4.858 2.377
H -3.141 -8.024 4.519
H -4.579 -7.510 5.432
H -3.148 -6.441 5.351
Cl 2.139 2.149 -0.926
O -2.371 -5.578 -3.645
P -3.036 -6.746 -2.876
N -3.151 -7.733 -4.261
C -4.213 -7.700 -5.236
C -1.877 -7.959 -4.951
N -4.450 -5.856 -2.525
C -5.636 -5.793 -3.354
C -4.208 -4.533 -1.936
N -3.800 -8.089 -1.992
C -3.387 -9.473 -2.196
C -4.274 -7.862 -0.634
H -4.075 -8.455 -6.019
H -4.289 -6.726 -5.732
H -5.172 -7.965 -4.785
H -1.067 -8.099 -4.225
H -1.612 -7.115 -5.599
H -1.910 -8.869 -5.558
H -5.424 -5.373 -4.340
H -6.415 -5.171 -2.897
H -6.096 -6.778 -3.447
H -3.986 -3.783 -2.705
H -3.363 -4.571 -1.241
H -5.073 -4.195 -1.357
H -3.925 -9.906 -3.045
H -3.606 -10.126 -1.344
H -2.309 -9.544 -2.381
H -5.375 -7.855 -0.630
H -3.931 -6.907 -0.224
H -3.951 -8.624 0.084
C 2.030 5.010 -8.761
Br 1.989 5.935 -10.472
Br 3.849 4.635 -8.185
Br 1.020 5.962 -7.398
H 1.536 4.044 -8.908
C -4.555 0.601 0.080
Br -2.619 0.706 -0.085
Br -5.395 0.056 -1.588
Br -5.095 -0.533 1.566
H -4.912 1.611 0.303
Na 10.185 3.428 1.444
Ca 1.185 -5.625 1.669
F 2.685 5.123 5.872
C 0.705 10.524 -2.060
N 1.796 10.582 -3.070
O 2.003 11.671 -3.618
O 2.415 9.533 -3.284
H 0.250 11.512 -1.974
H -0.026 9.791 -2.408
H 1.151 10.221 -1.111
*
```

The following is a DFT calculation (ωB97M-V with the def2-TZVPD basis set) of C34H58AsF6FeN4O5P2 as an isolated structure at a distorted geometry.

Results
- Highest occupied orbital energy (alpha / beta): -8.28 / -8.27 eV
- ΔE to the lowest compared entry with this formula, charge and spin: 6.96 kcal/mol
- <S²>: 8.765
- Gap between HOMO and LUMO (alpha / beta): 8.396 / 5.132 eV
- LUMO level (alpha / beta): 0.12 / -3.14 eV

Structure (ORCA input):
```
! RIJCOSX wB97M-V def2-TZVPD def2/J DEFGRID3
* xyz 0 6
Fe -0.539 -0.002 -0.675
F -1.910 1.324 0.158
As -3.493 2.234 -0.021
F -3.933 1.185 -1.320
F -4.109 1.056 1.063
F -4.956 3.072 -0.128
F -2.934 3.172 1.275
F -2.688 3.214 -1.152
O 0.448 -1.821 0.005
P 0.384 -2.935 1.067
C -0.785 -4.315 0.722
C -2.106 -3.885 0.050
C -1.995 -3.734 -1.479
C -1.432 -4.982 -2.151
C -0.074 -5.300 -1.538
C -0.247 -5.548 -0.040
C -0.102 -2.386 2.747
C 0.665 -1.108 3.193
C -0.022 0.205 2.819
C -1.480 0.236 3.266
C -2.226 -0.937 2.633
C -1.606 -2.252 3.082
C 1.882 -3.904 1.497
C 2.749 -4.448 0.336
C 3.804 -3.445 -0.133
C 4.724 -3.049 1.022
C 3.897 -2.414 2.138
C 2.822 -3.391 2.611
H -1.004 -4.638 1.745
H -2.474 -2.958 0.490
H -2.850 -4.659 0.264
H -1.342 -2.898 -1.713
H -2.984 -3.507 -1.884
H -1.337 -4.814 -3.225
H -2.114 -5.828 -2.007
H 0.581 -4.439 -1.707
H 0.382 -6.169 -2.014
H 0.669 -5.923 0.411
H -0.996 -6.338 0.078
H 0.267 -3.225 3.344
H 1.673 -1.104 2.783
H 0.756 -1.138 4.282
H 0.027 0.343 1.738
H 0.536 1.036 3.250
H -1.942 1.175 2.981
H -1.530 0.149 4.357
H -2.159 -0.849 1.550
H -3.283 -0.910 2.896
H -2.165 -3.107 2.697
H -1.690 -2.292 4.173
H 1.350 -4.756 1.937
H 2.143 -4.755 -0.512
H 3.256 -5.345 0.709
H 3.294 -2.555 -0.503
H 4.376 -3.883 -0.954
H 5.489 -2.355 0.682
H 5.230 -3.944 1.406
H 3.448 -1.491 1.758
H 4.535 -2.150 2.985
H 2.260 -2.980 3.450
H 3.337 -4.280 2.993
N -6.795 -1.517 -1.017
C -5.653 -1.523 -0.799
N -4.375 -1.636 -0.499
C -3.276 -1.233 -0.866
N -2.151 -0.949 -1.151
C 3.007 0.991 -3.932
C 2.946 2.372 -3.293
C 4.339 2.916 -3.056
C 2.137 3.319 -4.173
O 2.372 2.239 -1.937
P 0.865 2.122 -1.523
O 0.157 0.987 -2.274
O 0.825 1.726 -0.067
O 0.194 3.491 -1.842
C 0.371 4.760 -1.058
C -0.012 5.852 -2.027
C -0.570 4.736 0.133
C 1.816 4.928 -0.592
H 3.344 1.082 -4.969
H 2.019 0.525 -3.923
H 3.713 0.354 -3.393
H 4.921 2.873 -3.981
H 4.844 2.323 -2.288
H 4.293 3.956 -2.716
H 2.619 3.392 -5.150
H 2.090 4.319 -3.733
H 1.112 2.961 -4.314
H -0.993 5.635 -2.459
H 0.717 5.940 -2.838
H -0.063 6.808 -1.497
H -1.605 4.781 -0.192
H -0.366 5.599 0.772
H -0.433 3.824 0.712
H 2.511 4.930 -1.437
H 2.109 4.124 0.090
H 1.902 5.879 -0.063
N 3.088 -0.171 -0.408
C 4.424 0.247 -0.331
C 4.834 1.095 0.697
C 6.163 1.490 0.802
C 7.112 1.063 -0.118
C 6.713 0.209 -1.134
C 5.387 -0.208 -1.234
H 2.792 -0.578 -1.277
H 2.425 0.474 -0.019
H 4.089 1.460 1.405
H 6.463 2.139 1.621
H 8.143 1.397 -0.047
H 7.439 -0.147 -1.859
H 5.090 -0.896 -2.023
*
```

The following is a DFT calculation (ωB97M-V with the def2-TZVPD basis set) of C34H58BBr20NO6 as an isolated structure at a distorted geometry.

Results
- Highest occupied orbital energy: -7.66 eV
- Gap between HOMO and LUMO: 7.495 eV
- LUMO level: -0.16 eV

Structure (ORCA input):
```
! RIJCOSX wB97M-V def2-TZVPD def2/J DEFGRID3
* xyz 0 1
C 3.545 -0.171 4.923
B 2.906 0.729 3.698
O 3.901 1.349 2.753
O 1.476 1.015 3.474
C 0.709 -0.192 3.123
O 0.769 -1.364 3.815
N -0.246 -0.097 1.955
C -1.282 0.973 2.217
C -2.004 0.891 3.693
O -2.279 -0.283 4.324
O -2.440 2.114 4.384
C -1.325 3.034 4.658
C -0.069 2.773 5.683
O -1.353 4.244 4.043
C -0.850 -1.427 1.570
C 0.275 -2.267 0.711
C 1.383 -3.311 1.322
C 2.522 -4.096 0.440
C 2.560 -3.835 -1.194
C 1.446 -2.826 -1.863
C 1.458 -2.569 -3.491
C 0.302 -2.039 -0.946
H 2.773 -0.337 5.817
H 4.569 0.258 5.330
H 3.738 -1.261 4.487
H 3.497 1.455 1.842
H -2.113 0.955 1.381
H -0.714 2.017 2.116
H 0.023 1.598 5.872
H -0.148 3.353 6.696
H 0.920 3.160 5.141
H -1.349 -2.025 2.443
H -1.729 -1.185 0.799
H 1.387 -3.530 2.495
H 3.286 -4.800 1.005
H 3.413 -4.398 -1.786
H 0.335 -2.646 -3.859
H 2.103 -3.414 -3.982
H 1.876 -1.483 -3.742
H -0.475 -1.325 -1.495
Br 6.292 4.037 5.528
C 7.472 3.511 4.067
C 7.062 2.178 3.487
Br 7.616 0.706 4.643
H 8.492 3.519 4.461
H 7.369 4.303 3.320
H 7.571 1.997 2.536
H 5.983 2.079 3.341
Br -3.842 -4.947 -3.744
C -2.513 -5.765 -2.575
C -2.623 -5.232 -1.166
Br -1.846 -3.448 -1.024
H -1.534 -5.590 -3.031
H -2.734 -6.836 -2.599
H -2.043 -5.849 -0.473
H -3.653 -5.160 -0.806
Br -4.091 -4.079 -7.630
C -5.299 -2.736 -6.893
C -4.598 -1.410 -6.713
Br -3.444 -1.430 -5.140
H -5.701 -3.145 -5.962
H -6.106 -2.649 -7.625
H -5.322 -0.613 -6.523
H -3.971 -1.130 -7.565
Br -5.917 -2.422 1.872
C -5.937 -0.474 1.973
C -5.806 0.146 0.601
Br -3.964 0.064 -0.037
H -5.139 -0.181 2.660
H -6.904 -0.222 2.418
H -6.047 1.212 0.634
H -6.428 -0.339 -0.157
Br 0.330 4.515 9.086
C 1.905 5.626 8.787
C 2.819 5.012 7.753
Br 3.841 3.530 8.505
H 2.384 5.770 9.760
H 1.514 6.584 8.435
H 3.570 5.735 7.424
H 2.288 4.623 6.880
Br -2.514 -2.060 -11.112
C -0.662 -2.637 -10.905
C -0.544 -3.733 -9.872
Br -0.662 -3.012 -8.062
H -0.075 -1.747 -10.664
H -0.368 -3.005 -11.892
H 0.440 -4.208 -9.923
H -1.318 -4.500 -9.960
Br 2.978 -0.569 8.768
C 2.269 -2.385 8.703
C 3.366 -3.407 8.893
Br 4.423 -3.618 7.267
H 1.739 -2.488 7.752
H 1.548 -2.438 9.523
H 2.942 -4.397 9.085
H 4.063 -3.153 9.696
Br -1.426 4.295 1.178
C 0.149 5.405 0.880
C 1.063 4.791 -0.154
Br 2.085 3.309 0.598
H 0.628 5.549 1.853
H -0.242 6.364 0.527
H 1.814 5.515 -0.484
H 0.532 4.402 -1.028
Br -7.045 -6.590 -13.122
C -6.713 -5.853 -11.347
C -5.642 -4.789 -11.389
Br -3.865 -5.580 -11.539
H -6.464 -6.694 -10.693
H -7.669 -5.425 -11.034
H -5.621 -4.224 -10.452
H -5.752 -4.092 -12.225
Br 0.837 8.146 -1.396
C 2.412 9.257 -1.694
C 3.326 8.643 -2.728
Br 4.348 7.161 -1.976
H 2.891 9.401 -0.721
H 2.021 10.215 -2.047
H 4.077 9.366 -3.058
H 2.795 8.253 -3.602
*
```